1.
101
Properties=species:S:1:pos:R:3 method="wB97M-V/def2-TZVPD" s_squared=0.7500 spin_multiplicity=2 total_energy_ha=-3010.42631 lumo_energy_ev=2.00 e_homo_ha=-0.0186 gap_ev=2.5 charge=-2 fmax_ha_per_bohr=0.198
Hg -2.8382 -0.3110 0.0974
O -0.5971 1.0262 -3.1500
C -1.1845 0.8980 -2.0530
N -1.8421 -0.3360 -1.7111
C -1.5127 -1.5390 -2.2995
C -0.0704 -2.0032 -2.3259
C 0.5538 -2.9781 -3.2567
C 1.8920 -3.3085 -3.0067
C 2.6362 -2.6543 -2.0122
C 2.0140 -1.7821 -1.1799
N 0.6660 -1.6654 -1.2015
C -1.0586 2.0307 -0.9051
C -0.2522 3.1753 -1.3164
C -0.0307 4.1034 -0.2483
C -0.5087 3.9575 1.0274
C -1.3619 2.8334 1.1910
N -1.4108 1.8686 0.2666
H -1.7091 -2.1168 -3.4895
H -1.9313 -2.3864 -1.7336
H -0.0942 -3.5281 -4.0765
H 2.0546 -4.1841 -3.4334
H 3.6815 -2.5948 -2.0285
H 2.4334 -1.3659 -0.2337
H 0.3400 3.1877 -2.1610
H 0.7926 4.8102 -0.4210
H -0.3857 4.7981 1.9361
H -1.4180 2.6364 2.2990
C -1.3137 1.2675 5.1820
P 0.4679 0.9891 5.8260
C 0.1250 1.3459 7.5073
C 1.2310 2.5956 5.0728
C 0.8689 3.9731 5.6385
C 1.0147 5.0863 4.8985
C 2.0168 5.0811 3.7529
C 2.5138 3.8210 3.4232
C 2.0184 2.6022 3.9054
P 2.7320 0.6468 3.2537
C 2.5371 1.3283 1.4947
C 4.6085 0.9868 3.5682
H -2.0293 1.1921 6.0961
H -1.5499 0.7052 4.3283
H -1.4153 2.3958 4.8696
H 1.1248 1.0302 8.2904
H -0.6123 0.7075 7.7930
H -0.0308 2.3784 7.7652
H 0.7525 3.9785 6.9194
H 1.4202 5.7581 5.6918
H 2.3368 6.0531 3.5300
H 3.0616 3.8531 2.5484
H 3.6834 2.0175 1.5611
H 1.5135 1.6909 1.8626
H 2.3715 0.0973 1.5551
H -1.6977 8.6640 -7.7782
H 4.7724 2.0938 3.3569
H 4.6199 0.2907 2.5349
N -4.7237 3.2823 3.5301
C -4.9166 2.0610 2.9538
C -5.1027 1.8044 1.5149
N -5.2238 0.6030 1.1040
C -5.0070 -0.4547 2.0070
C -5.4623 -0.0926 3.3390
N -5.2613 1.1039 3.7733
H -3.7718 3.5709 3.6530
H -5.3123 3.2690 4.3410
H -5.1967 2.5608 0.7543
H -5.6415 -1.3043 1.5952
H -5.9092 -0.8579 3.9837
N -0.2784 -1.9003 -11.3114
C 0.4343 -2.1785 -10.4321
C 1.4805 -2.6470 -9.4894
C 2.7913 -2.1726 -9.6719
C 3.6959 -2.1602 -8.6647
C 3.3275 -2.9346 -7.4613
C 2.1051 -3.5543 -7.3104
C 1.0346 -3.3629 -8.2508
N 4.3522 -3.1588 -6.5175
C 4.2486 -3.1724 -5.1281
C 5.4514 -3.3394 -4.7239
N 6.4150 -3.6921 -5.6256
C 5.7123 -3.4525 -6.8649
H 3.2562 -2.2191 -10.6270
H 4.3501 -1.2745 -8.8460
H 1.7917 -4.4600 -6.5403
H -0.0176 -3.5223 -8.0822
H 3.3334 -2.4888 -4.6546
H 5.7497 -3.1838 -3.7176
H 5.9807 -3.5815 -8.1022
C -1.5924 -1.9443 2.5826
C -3.1217 -1.9693 2.6569
C -3.3987 -1.8800 4.1593
C -3.4805 -3.3066 2.0208
N -3.5574 -0.7773 1.9622
H -1.2547 -2.8445 2.9530
H -1.0878 -1.1893 3.2629
H -1.1544 -1.9853 1.7796
H -2.6241 -2.2522 4.7297
H -4.2742 -2.4785 4.3569
H -3.6098 -0.8164 4.4231
H -3.4137 -4.0596 2.7416
H -2.6502 -3.5279 1.2967
H -4.4654 -3.2606 1.5251


2.
10
Properties=species:S:1:pos:R:3 method="wB97M-V/def2-TZVPD" total_energy_ha=-172.27178 lumo_energy_ev=-3.74 e_homo_ha=-0.5899 smiles=C1[C@@H]2[NH2+][C@H]12 gap_ev=12.3 charge=+1 de_lowest_kcal_mol=54.5 fmax_ha_per_bohr=0.103
C -1.1250 -0.0381 0.2121
C -0.0225 -0.6724 -0.5509
N 1.0747 -0.0935 0.2639
C 0.1290 0.7921 -0.3325
H -1.2029 0.0124 1.3762
H -2.0577 0.2375 -0.1035
H -0.0386 -1.3750 -1.2630
H 1.9964 -0.1703 -0.1735
H 1.1407 -0.4302 1.3350
H 0.1059 1.7376 -0.7637